No. 1
The following is a DFT calculation (wB97M-V/def2-TZVPD) of a single C20H15F3N4O molecule.

Calculated values
HOMO level = -8.5 eV
energy relative to the best compared isomer or geometry (same formula, charge and spin) = 104.9 kcal per mole
LUMO level = 0.000 hartree

```
! wB97M-V def2-TZVPD RIJCOSX def2/J DEFGRID3
* xyz 0 1
C -1.68 -1.40 -0.55
C -2.58 -0.30 -1.24
C -2.13 1.08 -1.00
N -2.83 2.13 -1.43
N -2.25 3.32 -1.07
C -1.09 3.10 -0.60
C -0.02 3.87 -0.03
C 1.20 3.34 0.17
C 1.40 1.94 -0.04
C 2.77 1.39 0.12
O 3.84 2.02 -0.44
C 4.92 1.23 -0.30
N 4.61 0.15 0.41
C 3.19 0.20 0.68
C 2.53 -0.79 1.60
C 3.04 -2.20 1.55
C 2.39 -3.17 2.34
F 3.03 -4.30 2.50
C 1.27 -2.83 3.01
F 0.62 -3.79 3.71
C 0.83 -1.52 3.12
C 1.44 -0.47 2.49
F 1.03 0.78 2.61
C 0.39 1.12 -0.40
N -0.88 1.71 -0.60
C -4.00 -0.68 -1.10
C -3.99 -1.32 -2.45
C -2.70 -0.60 -2.78
H -1.70 -1.12 0.61
H -0.70 -1.46 -1.04
H -2.08 -2.43 -0.54
H -0.12 4.91 0.27
H 2.14 3.88 0.53
H 5.89 1.57 -0.55
H 3.96 -2.35 0.99
H -0.15 -1.23 3.64
H 0.61 0.15 -0.74
H -4.74 0.09 -0.95
H -4.12 -1.47 -0.35
H -4.75 -1.04 -3.23
H -3.84 -2.43 -2.36
H -1.98 -1.34 -3.13
H -2.78 0.26 -3.44
*
```

=====

No. 2
The following is a DFT calculation (wB97M-V/def2-TZVPD) of a single C20H16 molecule.

Calculated values
HOMO level = -6.5 eV
LUMO level = -0.031 hartree

```
! wB97M-V def2-TZVPD RIJCOSX def2/J DEFGRID3
* xyz 0 1
C -1.93 2.50 -1.98
C -2.00 3.61 -1.09
C -1.33 3.66 0.22
C 0.05 3.06 0.02
C -0.02 1.66 0.25
C 0.53 0.89 1.24
C 1.32 1.26 2.34
C 1.73 0.19 3.27
C 1.37 -1.12 2.91
C 0.75 -1.43 1.70
C 0.34 -2.67 1.29
C -0.39 -2.87 0.10
C -0.68 -1.73 -0.79
C -0.42 -0.51 -0.31
C 0.33 -0.38 0.87
C -0.64 0.81 -0.76
C -1.43 1.18 -1.77
C 0.85 -3.86 2.10
C 1.03 -3.72 3.62
C 1.50 -2.22 3.84
H -2.44 2.67 -2.92
H -2.31 4.62 -1.50
H -1.22 4.77 0.56
H -2.02 3.12 0.95
H 0.55 3.21 -1.00
H 0.72 3.53 0.71
H 1.60 2.24 2.41
H 2.31 0.36 4.18
H -0.53 -3.89 -0.19
H -1.20 -1.93 -1.78
H -1.86 0.40 -2.39
H 0.04 -4.57 2.14
H 1.70 -4.28 1.58
H 0.21 -3.86 4.30
H 1.83 -4.49 3.90
H 1.88 -1.85 4.90
*
```

=====

No. 3
The following is a DFT calculation (wB97M-V/def2-TZVPD) of a molecular structure, C20H16As2AuF5N2S2Se.

Calculated values
HOMO level (spin up / spin down) = -8.1 / -8.3 eV
⟨S²⟩ = 2.02
energy relative to the best compared isomer or geometry (same formula, charge and spin) = 12.6 kcal per mole
LUMO level (spin up / spin down) = -0.008 / -0.111 hartree

```
! wB97M-V def2-TZVPD RIJCOSX def2/J DEFGRID3
* xyz 0 3
Au 0.39 -0.83 -0.60
S -1.72 -1.53 -1.54
C -2.57 -0.55 -0.38
S -1.76 0.86 0.14
C -3.80 -0.90 0.13
C -4.38 -0.11 1.14
N -4.83 0.53 1.98
C -4.49 -2.08 -0.22
N -5.06 -3.04 -0.48
C 0.51 -0.40 4.85
As 0.10 0.12 2.98
C -1.36 1.35 3.46
C 1.53 1.45 2.75
C 1.67 2.51 3.64
C 2.66 3.47 3.47
C 3.51 3.39 2.38
C 3.39 2.34 1.49
C 2.42 1.36 1.68
As 2.34 -0.17 0.49
C 3.76 0.09 -0.80
C 3.12 -1.55 1.61
H 0.64 0.49 5.47
H 1.41 -1.01 4.93
H -0.34 -0.97 5.22
H -1.21 1.74 4.47
H -2.31 0.83 3.41
H -1.39 2.18 2.76
H 1.00 2.59 4.49
H 2.76 4.27 4.18
H 4.28 4.14 2.23
H 4.06 2.28 0.64
H 4.74 0.18 -0.34
H 3.56 0.97 -1.43
H 3.76 -0.79 -1.46
H 4.04 -1.18 2.08
H 3.36 -2.43 1.00
H 2.40 -1.84 2.39
F 0.42 -0.31 -8.61
C 0.15 -0.05 -7.33
C 0.93 -0.63 -6.32
F 1.95 -1.43 -6.64
C 0.66 -0.34 -4.99
F 1.43 -0.86 -4.03
C -0.39 0.51 -4.63
Se -0.68 0.99 -2.84
C -1.16 1.06 -5.65
F -2.16 1.88 -5.32
C -0.90 0.79 -6.99
F -1.65 1.35 -7.94
*
```

=====

No. 4
The following is a DFT calculation (wB97M-V/def2-TZVPD) of a molecular structure, C20H16Cl2IN4O8SSc.

Calculated values
HOMO level = -7.7 eV
energy relative to the best compared isomer or geometry (same formula, charge and spin) = 9.4 kcal per mole
LUMO level = -0.019 hartree

```
! wB97M-V def2-TZVPD RIJCOSX def2/J DEFGRID3
* xyz 0 1
Sc 0.00 0.36 -0.23
O -0.45 0.11 1.68
N 0.18 0.44 2.82
C -0.22 -0.22 3.94
C 0.35 0.06 5.14
C 1.34 1.05 5.19
C 1.72 1.70 4.05
C 1.14 1.40 2.78
S 1.55 2.14 1.32
H -0.99 -0.95 3.77
H 0.02 -0.48 6.02
H 1.81 1.30 6.13
H 2.49 2.46 4.06
C -3.42 -2.01 -0.26
C -3.41 -0.52 -0.38
N -2.34 0.24 -0.51
C -2.79 1.55 -0.58
C -4.15 1.57 -0.51
N -4.52 0.25 -0.38
C -5.22 2.60 -0.52
O -4.86 3.85 -0.69
O -6.37 2.24 -0.40
C -1.81 2.64 -0.76
O -2.18 3.81 -0.84
O -0.60 2.23 -0.83
H -2.39 -2.35 -0.18
H -3.88 -2.47 -1.14
H -3.97 -2.32 0.62
H -5.48 -0.04 -0.30
H -3.86 3.93 -0.79
Cl 5.25 -5.10 -0.41
C 4.24 -3.68 -0.44
C 4.84 -2.41 -0.60
C 4.09 -1.28 -0.63
Cl 4.85 0.26 -0.85
C 2.67 -1.32 -0.48
O 1.98 -0.25 -0.48
C 2.10 -2.61 -0.35
C 0.68 -2.77 -0.28
O -0.16 -1.87 -0.28
C 2.89 -3.78 -0.33
H 5.92 -2.34 -0.71
H 0.31 -3.81 -0.23
H 2.42 -4.75 -0.22
N 0.64 0.47 -4.55
C 0.77 0.74 -3.25
O 0.09 0.14 -2.42
C 1.80 1.79 -2.88
I 1.24 3.72 -3.60
H -0.08 -0.17 -4.84
H 1.09 1.05 -5.24
H 2.75 1.56 -3.35
H 1.94 1.86 -1.82
*
```

=====

No. 5
The following is a DFT calculation (wB97M-V/def2-TZVPD) of a single C20H16Cl2N4O2 molecule.

Calculated values
HOMO level = -8.0 eV
energy relative to the best compared isomer or geometry (same formula, charge and spin) = 59.8 kcal per mole
LUMO level = 0.007 hartree

```
! wB97M-V def2-TZVPD RIJCOSX def2/J DEFGRID3
* xyz 0 1
C -0.41 -6.02 0.09
N -0.32 -4.78 -0.68
C -0.04 -3.58 0.04
C 0.13 -2.35 -0.59
N 0.48 -1.14 0.09
C 0.80 -0.95 1.46
O 0.67 -1.78 2.35
C 1.27 0.44 1.63
N 1.59 1.26 2.58
N 1.95 2.41 1.91
C 2.27 3.63 2.69
C 1.23 4.32 3.59
C 1.68 5.01 2.31
C 1.69 2.30 0.53
C 1.25 1.06 0.39
C 0.68 0.15 -0.64
C -0.64 0.76 -1.05
C -1.78 0.71 -0.23
C -2.97 1.36 -0.61
C -3.02 2.09 -1.82
Cl -4.49 2.94 -2.30
C -1.87 2.14 -2.63
C -0.68 1.47 -2.24
C -0.13 -2.28 -2.06
C -0.36 -3.40 -2.79
Cl -0.67 -3.28 -4.51
C -0.38 -4.71 -2.07
O -0.61 -5.78 -2.67
H -0.47 -5.78 1.18
H -1.30 -6.62 -0.18
H 0.48 -6.63 0.00
H 0.03 -3.64 1.08
H 3.28 3.66 3.06
H 1.59 4.79 4.53
H 0.22 3.89 3.62
H 2.33 5.85 2.48
H 0.94 5.03 1.50
H 1.71 3.08 -0.23
H 1.33 0.04 -1.52
H -1.72 0.21 0.74
H -3.80 1.32 0.05
H -1.95 2.67 -3.56
H 0.14 1.54 -2.91
H -0.15 -1.37 -2.63
*
```

=====

No. 6
The following is a DFT calculation (wB97M-V/def2-TZVPD) of a single C20H16Cl2N4S molecule.

Calculated values
HOMO level = -8.5 eV
energy relative to the best compared isomer or geometry (same formula, charge and spin) = 0.9 kcal per mole
LUMO level = 0.010 hartree

```
! wB97M-V def2-TZVPD RIJCOSX def2/J DEFGRID3
* xyz 0 1
N -1.51 -1.83 0.36
N -0.45 -1.33 1.11
C -0.44 -0.16 1.82
C -1.57 0.79 1.81
C -1.77 1.42 0.45
C -0.75 1.44 -0.47
C -0.92 1.99 -1.74
C -2.12 2.53 -2.10
C -3.19 2.56 -1.18
C -4.43 3.14 -1.53
C -5.46 3.19 -0.64
C -5.29 2.67 0.65
C -4.11 2.09 1.02
C -3.02 2.01 0.11
N 0.70 -0.06 2.45
N 1.44 -1.14 2.19
C 0.76 -1.90 1.37
S 1.24 -3.43 0.70
C 3.00 -3.42 1.21
C 3.81 -2.59 0.27
C 4.06 -1.25 0.55
C 4.78 -0.48 -0.35
C 5.25 -1.04 -1.52
Cl 6.15 -0.07 -2.63
C 5.00 -2.38 -1.81
Cl 5.58 -3.09 -3.27
C 4.28 -3.15 -0.91
H -1.27 -2.75 0.01
H -1.71 -1.20 -0.41
H -1.37 1.56 2.56
H -2.47 0.24 2.10
H 0.21 1.03 -0.21
H -0.09 1.98 -2.44
H -2.27 2.95 -3.09
H -4.54 3.56 -2.52
H -6.40 3.64 -0.91
H -6.11 2.72 1.36
H -4.00 1.70 2.02
H 3.00 -3.02 2.23
H 3.29 -4.47 1.20
H 3.68 -0.82 1.46
H 4.98 0.56 -0.14
H 4.08 -4.18 -1.14
*
```

=====

No. 7
The following is a DFT calculation (wB97M-V/def2-TZVPD) of a molecular structure, C20H16Co2NO8.

Calculated values
HOMO level = -4.0 eV
energy relative to the best compared isomer or geometry (same formula, charge and spin) = 0.0 kcal per mole
LUMO level = 0.072 hartree

```
! wB97M-V def2-TZVPD RIJCOSX def2/J DEFGRID3
* xyz -1 1
C -1.49 -1.77 7.42
O -1.11 -2.40 6.18
C -1.30 -1.73 5.01
C -0.89 -2.37 3.82
C -1.04 -1.73 2.60
C -1.57 -0.43 2.50
C -1.70 0.27 1.20
C -1.13 -0.18 0.04
N -2.51 1.40 1.21
C -2.40 2.47 0.34
C -3.32 3.62 0.70
O -1.63 2.50 -0.61
C -1.96 0.20 3.70
C -1.86 -0.43 4.94
H -1.16 -2.48 8.18
H -0.98 -0.80 7.55
H -2.58 -1.63 7.47
H -0.47 -3.37 3.89
H -0.73 -2.24 1.69
H -1.33 0.32 -0.89
H -0.54 -1.10 0.06
H -3.17 1.55 1.97
H -4.23 3.29 1.21
H -2.78 4.33 1.34
H -3.59 4.14 -0.22
H -2.35 1.23 3.70
H -2.19 0.09 5.84
O -0.70 0.60 -6.11
C 0.38 0.31 -5.82
Co 2.03 -0.17 -5.44
C 1.65 -1.87 -5.11
O 1.39 -3.00 -5.03
C 2.52 -0.10 -7.12
O 2.85 -0.10 -8.23
C 2.18 1.09 -3.92
C 2.03 0.63 -2.62
C 1.27 0.65 -1.52
Co 3.51 0.00 -3.43
C 3.33 -1.64 -2.79
O 3.28 -2.73 -2.42
C 4.91 0.49 -2.45
O 5.78 0.83 -1.77
C 4.32 -0.47 -5.03
O 5.22 -0.74 -5.72
H 2.11 2.15 -4.18
H 1.56 0.02 -0.67
H 0.41 1.31 -1.43
*
```

=====

No. 8
The following is a DFT calculation (wB97M-V/def2-TZVPD) of a molecular structure, C20H16F2IN3O2SV.

Calculated values
HOMO level (spin up / spin down) = -7.5 / -8.6 eV
⟨S²⟩ = 3.76
energy relative to the best compared isomer or geometry (same formula, charge and spin) = 3.4 kcal per mole
LUMO level (spin up / spin down) = 0.004 / -0.001 hartree

```
! wB97M-V def2-TZVPD RIJCOSX def2/J DEFGRID3
* xyz 0 4
V 0.15 1.15 0.74
F 4.59 -0.67 -2.02
C 3.91 -0.46 -0.88
C 2.55 -0.22 -0.93
C 1.82 -0.03 0.23
C 2.50 -0.10 1.48
C 3.89 -0.26 1.47
F 4.62 -0.20 2.61
C 4.61 -0.45 0.31
C 1.71 -0.13 2.73
C 2.20 -0.52 3.98
C 1.34 -0.59 5.06
C 0.00 -0.27 4.90
C -0.42 0.13 3.65
N 0.40 0.19 2.61
H 2.09 -0.17 -1.91
H 5.69 -0.59 0.34
H 3.24 -0.78 4.11
H 1.72 -0.91 6.02
H -0.70 -0.31 5.73
H -1.45 0.42 3.47
I -2.14 4.16 6.30
C -2.40 3.36 4.38
C -1.45 3.58 3.41
C -1.61 3.01 2.15
C -2.72 2.23 1.86
C -3.70 2.06 2.84
C -3.54 2.60 4.10
C -2.86 1.52 0.53
O -3.94 1.50 -0.03
O -1.78 0.96 0.11
H -0.58 4.19 3.62
H -0.87 3.23 1.38
H -4.58 1.48 2.59
H -4.29 2.44 4.86
C -3.05 3.02 -2.74
N -1.84 3.38 -2.00
C -0.78 2.60 -1.90
N -0.77 1.44 -2.58
S 0.58 3.08 -0.98
H -3.62 2.25 -2.21
H -2.78 2.69 -3.74
H -3.67 3.91 -2.83
H -1.85 4.20 -1.42
H -1.65 1.00 -2.80
H 0.01 0.83 -2.39
*
```

=====

No. 9
The following is a DFT calculation (wB97M-V/def2-TZVPD) of a molecular structure, C20H16F6HfO2PSSe2.

Calculated values
HOMO level = -11.5 eV
energy relative to the best compared isomer or geometry (same formula, charge and spin) = 17.8 kcal per mole
LUMO level = -0.121 hartree

```
! wB97M-V def2-TZVPD RIJCOSX def2/J DEFGRID3
* xyz 1 1
Hf 0.71 -0.25 -0.41
Se 0.29 -1.44 -2.76
P 2.28 -2.03 -2.07
Se 2.09 -2.37 0.11
C 2.96 -3.44 -2.96
C 3.28 -4.61 -2.28
C 3.71 -5.71 -3.00
C 3.81 -5.64 -4.38
C 3.53 -4.45 -5.05
C 3.10 -3.35 -4.34
C 3.39 -0.58 -2.29
C 4.70 -0.72 -1.82
C 5.58 0.34 -1.96
C 5.16 1.52 -2.56
C 3.87 1.64 -3.05
C 2.97 0.59 -2.91
H 3.17 -4.66 -1.20
H 3.95 -6.63 -2.49
H 4.10 -6.51 -4.94
H 3.63 -4.40 -6.12
H 2.85 -2.42 -4.85
H 5.00 -1.64 -1.35
H 6.59 0.24 -1.60
H 5.85 2.33 -2.66
H 3.56 2.55 -3.54
H 1.98 0.68 -3.33
C -1.94 1.40 -2.38
S -2.59 0.24 -1.14
C -3.41 1.50 -0.11
O -1.34 -0.19 -0.36
H -1.26 2.10 -1.90
H -2.77 1.93 -2.83
H -1.41 0.84 -3.15
H -4.37 1.72 -0.56
H -2.81 2.40 -0.05
H -3.56 1.09 0.89
F 0.81 1.47 -1.12
F 5.20 0.75 4.40
C 4.07 0.62 3.70
C 4.09 0.72 2.31
F 5.23 0.94 1.65
C 2.90 0.57 1.63
F 2.85 0.65 0.24
C 1.66 0.30 2.23
O 0.59 0.14 1.50
C 1.68 0.21 3.64
F 0.54 -0.04 4.29
C 2.86 0.38 4.35
F 2.85 0.27 5.68
*
```

=====

No. 10
The following is a DFT calculation (wB97M-V/def2-TZVPD) of a molecular structure, C20H16MoN5O3S2.

Calculated values
HOMO level (spin up / spin down) = -17.9 / -17.9 eV
⟨S²⟩ = 2.01
energy relative to the best compared isomer or geometry (same formula, charge and spin) = 10.4 kcal per mole
LUMO level (spin up / spin down) = -0.455 / -0.446 hartree

```
! wB97M-V def2-TZVPD RIJCOSX def2/J DEFGRID3
* xyz 3 3
Mo -0.07 1.03 -0.81
N -0.07 2.56 2.95
C -0.04 1.24 3.42
C -0.11 0.71 4.71
C -0.07 -0.66 4.80
C 0.04 -1.49 3.67
C 0.12 -0.96 2.39
C 0.07 0.43 2.30
N 0.12 1.29 1.18
C 0.01 2.56 1.65
C -0.04 3.62 0.65
C -0.15 4.96 0.69
S -0.22 5.60 -0.89
C -0.11 4.07 -1.55
N -0.01 3.11 -0.65
H -0.14 3.38 3.55
H -0.19 1.34 5.58
H -0.13 -1.12 5.78
H 0.06 -2.56 3.80
H 0.20 -1.59 1.52
H -0.19 5.61 1.56
H -0.11 3.88 -2.62
C 4.88 -1.04 -1.39
C 4.49 0.46 -1.37
C 3.07 0.65 -1.21
N 1.93 0.78 -1.06
H 5.97 -1.09 -1.41
H 4.49 -1.53 -2.28
H 4.53 -1.55 -0.49
H 4.79 0.96 -2.29
H 4.98 0.98 -0.54
O -5.33 -1.50 -3.14
S -4.66 -1.61 -1.90
O -5.27 -2.00 -0.68
N -3.94 -0.06 -1.57
C -2.72 -0.24 -1.57
O -1.78 0.77 -1.27
C -2.11 -1.53 -1.85
C -0.78 -1.84 -1.86
C -0.38 -3.15 -2.11
C -1.38 -4.10 -2.34
C -2.74 -3.78 -2.33
C -3.09 -2.47 -2.08
H -0.04 -1.03 -1.72
H 0.66 -3.44 -2.14
H -1.08 -5.12 -2.55
H -3.48 -4.54 -2.52
*
```

=====

No. 11
The following is a DFT calculation (wB97M-V/def2-TZVPD) of a single C20H16N2 molecule.

Calculated values
HOMO level = -8.4 eV
energy relative to the best compared isomer or geometry (same formula, charge and spin) = 0.0 kcal per mole
LUMO level = 0.026 hartree

```
! wB97M-V def2-TZVPD RIJCOSX def2/J DEFGRID3
* xyz 0 1
C 0.40 4.15 1.26
C 1.42 3.28 0.85
C 1.12 2.04 0.28
C -0.19 1.60 0.15
C -0.38 0.23 -0.51
C -1.80 -0.40 -0.48
C -2.00 -1.52 -1.28
C -3.28 -2.01 -1.58
C -4.44 -1.36 -1.12
C -4.24 -0.29 -0.25
C -2.96 0.09 0.18
N 0.48 -0.72 0.14
C 0.08 -1.42 1.25
N 1.00 -2.30 1.65
C 2.11 -2.08 0.87
C 3.33 -2.78 0.88
C 4.36 -2.39 0.02
C 4.09 -1.38 -0.92
C 2.84 -0.70 -1.00
C 1.85 -1.04 -0.07
C -1.22 2.49 0.49
C -0.92 3.72 1.11
H 0.64 5.16 1.60
H 2.46 3.58 0.90
H 1.93 1.40 -0.09
H -0.12 0.35 -1.58
H -1.13 -2.03 -1.71
H -3.39 -2.87 -2.24
H -5.43 -1.64 -1.50
H -5.11 0.28 0.08
H -2.90 0.78 1.03
H -0.90 -1.29 1.68
H 3.39 -3.62 1.57
H 5.35 -2.88 0.07
H 4.89 -1.13 -1.63
H 2.66 0.07 -1.76
H -2.26 2.27 0.24
H -1.74 4.37 1.41
*
```